Molecular formula: C6H11Br
Method: DFT, wB97M-V/def2-TZVPD

Output
- Kohn-Sham gap: 8.58 eV
- Net charge: 0
- ΔE to the lowest compared entry with this formula, charge and spin: 57.26 kcal/mol
- HOMO energy: -8.081 eV
- LUMO level: 0.01837 Eh

Atoms and positions in Å:
C (1.49103, -2.11689, 0.03721)
C (1.57816, -0.81296, 0.08240)
C (-1.53406, -0.54175, 0.37142)
C (-0.37317, 0.85370, -1.43203)
C (-0.10171, 1.47086, 1.01029)
C (-0.48286, 0.43939, -0.00097)
Br (3.08034, 0.27958, 0.10067)
H (2.33763, -2.79509, 0.01350)
H (0.52300, -2.59273, 0.02284)
H (-1.60093, -1.34985, -0.35203)
H (-2.50247, -0.03062, 0.38868)
H (-1.35948, -0.95474, 1.36148)
H (0.60979, 1.27304, -1.63612)
H (-0.54173, 0.01179, -2.09965)
H (-1.11014, 1.62488, -1.66621)
H (0.88940, 1.87107, 0.79925)
H (-0.79913, 2.31313, 0.98386)
H (-0.10365, 1.05718, 2.01541)

Forces on atoms 1 to 3 (eV/Å):
0.5 -0.5 0.0
-3.3 1.6 -0.1
0.1 0.0 0.0

=====

Molecular formula: C3H8N2O
Method: DFT, wB97M-V/def2-TZVPD

Output
- Kohn-Sham gap: 9.72 eV
- Net charge: 0
- ΔE to the lowest compared entry with this formula, charge and spin: 57.33 kcal/mol
- HOMO energy: -8.922 eV
- SMILES: CN(C)C(N)=O
- LUMO level: 0.02944 Eh

Atoms and positions in Å:
C (-1.49383, -1.14804, 0.30016)
N (-0.36567, -0.19035, 0.03446)
C (-0.28956, 1.44083, -0.20976)
C (0.88142, -0.71714, 0.06495)
N (1.75226, 0.37301, -0.21755)
O (1.24961, -1.86155, 0.27432)
H (-1.07243, -2.14472, 0.53391)
H (-2.11800, -0.87290, 1.16029)
H (-2.15100, -1.29420, -0.56645)
H (0.49840, 2.01879, -0.76767)
H (-1.19589, 1.63420, -0.74990)
H (-0.23850, 1.89297, 0.78317)
H (2.12898, 0.31590, -1.14808)
H (2.41422, 0.55320, 0.50817)

Forces on atoms 1 to 3 (eV/Å):
0.0 0.5 -0.2
0.7 0.8 -0.4
-1.5 -0.8 0.3

=====

Molecular formula: C17H18N4O3
Method: DFT, wB97M-V/def2-TZVPD

Output
- Kohn-Sham gap: 8.88 eV
- Net charge: 0
- ΔE to the lowest compared entry with this formula, charge and spin: 60.23 kcal/mol
- HOMO energy: -8.740 eV
- SMILES: CN1O[C@H](Cn2cc(C#N)c(=O)n(C)c2=O)C[C@@H]1c1ccccc1
- LUMO level: 0.00532 Eh

Atoms and positions in Å:
C (2.23018, 0.98964, -2.05462)
N (1.71823, 0.69975, -0.73627)
O (2.87224, 0.51587, 0.12310)
C (2.41376, 0.64888, 1.43538)
C (1.93387, -0.69850, 2.03062)
N (0.78401, -1.24516, 1.34627)
C (-0.47103, -0.96638, 1.74386)
C (-1.56663, -1.39973, 1.06945)
C (-2.85983, -1.07954, 1.52716)
N (-3.90145, -0.80923, 1.92167)
C (-1.41500, -2.18898, -0.15036)
O (-2.31823, -2.59437, -0.84379)
N (-0.08235, -2.46897, -0.45899)
C (0.18752, -3.27882, -1.63489)
C (1.02961, -2.07507, 0.24653)
O (2.14053, -2.44445, -0.03677)
C (1.32095, 1.73250, 1.37449)
C (0.95482, 1.79361, -0.12554)
C (-0.52856, 1.64018, -0.37307)
C (-1.41275, 2.48566, 0.28857)
C (-2.77686, 2.36946, 0.09404)
C (-3.27663, 1.41439, -0.77473)
C (-2.40359, 0.58041, -1.44966)
C (-1.03786, 0.68949, -1.24640)
H (2.80350, 0.12548, -2.38415)
H (1.38920, 1.15276, -2.72474)
H (2.87807, 1.87556, -2.06471)
H (3.27917, 0.96459, 2.02825)
H (2.75046, -1.41604, 1.91445)
H (1.69917, -0.56382, 3.08792)
H (-0.57803, -0.39223, 2.65467)
H (0.87867, -2.74946, -2.28960)
H (-0.75961, -3.45799, -2.13835)
H (0.64225, -4.22429, -1.33935)
H (1.71486, 2.68827, 1.71598)
H (0.45828, 1.47894, 1.98604)
H (1.27765, 2.76651, -0.53714)
H (-1.02890, 3.24171, 0.95921)
H (-3.45118, 3.02592, 0.62295)
H (-4.34084, 1.31880, -0.92207)
H (-2.78551, -0.17021, -2.12450)
H (-0.36215, 0.02486, -1.76089)

Forces on atoms 1 to 3 (eV/Å):
0.3 -0.1 0.1
-0.2 -0.2 0.5
0.3 0.2 -0.7

=====

Molecular formula: C35H52AlOP3Sb
Method: DFT, wB97M-V/def2-TZVPD

Output
- Kohn-Sham gap (alpha / beta): 3.40 / 3.14 eV
- Net charge: +3
- ΔE to the lowest compared entry with this formula, charge and spin: 117.78 kcal/mol
- HOMO energy (alpha / beta): -14.759 / -14.916 eV
- LUMO level (alpha / beta): -0.41744 / -0.43265 Eh

Atoms and positions in Å:
Al (-0.14754, -2.46488, -2.42780)
P (0.32988, 2.29203, -1.59034)
P (-1.56595, -1.18713, -3.48113)
P (2.56796, 0.65958, 0.43396)
H (0.37832, -3.56632, -4.75154)
C (0.81642, -3.51671, -3.73591)
C (0.09869, -4.30275, -2.60770)
H (-0.84078, -4.81614, -2.84345)
C (1.37991, 2.74457, -3.03907)
C (-1.26189, 3.00311, -2.19360)
C (0.77634, 3.70824, -0.48782)
C (-2.56129, -2.57632, -4.07274)
C (-2.56137, -0.42738, -2.20975)
C (-0.92208, -0.28252, -4.84808)
C (3.53978, -0.64077, 1.33745)
C (2.77585, 1.97713, 1.71745)
C (3.84825, 1.19250, -0.82856)
H (1.92437, -3.53908, -3.76347)
H (0.72195, -4.78749, -1.84587)
H (1.13951, 3.76514, -3.36617)
H (1.18751, 2.04271, -3.86106)
H (2.44083, 2.68232, -2.76679)
H (-1.09055, 4.05329, -2.47440)
H (-2.01740, 2.96335, -1.39503)
H (-1.63420, 2.44802, -3.06584)
H (1.86266, 3.83909, -0.42813)
H (0.38292, 3.51679, 0.51925)
H (0.32112, 4.62671, -0.88050)
H (-3.25755, -2.09954, -4.76663)
H (-3.10150, -3.05170, -3.24532)
H (-1.97065, -3.34150, -4.59041)
H (-3.32190, 0.18122, -2.71524)
H (-1.96189, 0.20261, -1.53988)
H (-3.04128, -1.19932, -1.59109)
H (-1.69154, -0.30853, -5.61994)
H (-0.01268, -0.74350, -5.24211)
H (-0.68835, 0.74163, -4.55475)
H (3.91675, -0.28483, 2.29316)
H (4.40258, -0.94727, 0.73064)
H (2.86630, -1.47779, 1.57449)
H (3.40519, 1.60272, 2.54744)
H (1.80504, 2.22861, 2.17698)
H (3.22516, 2.90943, 1.32598)
H (4.81467, 0.74955, -0.55058)
H (3.92421, 2.29105, -0.87968)
H (3.55869, 0.80467, -1.81676)
C (3.64054, -2.75088, -1.60620)
C (4.34216, -2.27934, -2.72469)
C (5.60622, -2.84205, -2.90337)
C (6.05282, -3.79999, -1.97860)
C (5.28786, -4.27309, -0.88971)
C (4.00222, -3.77973, -0.73430)
O (2.72795, -1.87035, -1.07107)
H (3.07426, -1.68440, -0.16109)
H (3.84980, -1.53327, -3.34970)
H (6.20398, -2.48320, -3.75404)
H (7.01205, -4.25529, -2.19116)
H (5.68902, -4.98576, -0.17128)
H (3.25314, -4.18354, -0.04765)
C (-4.80071, -2.81813, 3.34096)
C (-4.85954, -2.46968, 1.98364)
C (-4.02225, -1.47344, 1.46749)
C (-3.10916, -0.82383, 2.32031)
C (-3.03201, -1.18085, 3.66565)
C (-3.88050, -2.16944, 4.18140)
Sb (-1.86670, 0.75083, 1.45479)
C (-3.21143, 2.39920, 2.00336)
C (-2.87999, 3.68986, 1.56952)
C (-3.69621, 4.77552, 1.91889)
C (-4.84583, 4.57706, 2.69704)
C (-5.18114, 3.27322, 3.10921)
C (-4.37056, 2.19134, 2.75064)
C (-0.42703, 0.84971, 3.07573)
C (-0.28118, 2.01519, 3.82750)
C (0.64751, 2.05820, 4.87290)
C (1.42820, 0.93562, 5.16800)
C (1.27999, -0.23446, 4.41287)
C (0.35349, -0.27792, 3.36270)
H (-5.46225, -3.58462, 3.73928)
H (-5.56923, -2.97375, 1.31778)
H (-4.08817, -1.19889, 0.41051)
H (-2.31565, -0.68867, 4.33500)
H (-3.81997, -2.43704, 5.23569)
H (-1.99164, 3.86497, 0.95255)
H (-3.42359, 5.78591, 1.59013)
H (-5.47384, 5.42225, 2.97426)
H (-6.08035, 3.10916, 3.69999)
H (-4.65031, 1.18710, 3.07221)
H (-0.89597, 2.89189, 3.61663)
H (0.75351, 2.96859, 5.46374)
H (2.14819, 0.96423, 5.98799)
H (1.87901, -1.12248, 4.64041)
H (0.24279, -1.20038, 2.78443)

Forces on atoms 1 to 3 (eV/Å):
1.1 1.5 2.1
0.4 1.7 -0.1
-1.1 -0.2 0.9

=====

Molecular formula: C4H9NO
Method: DFT, wB97M-V/def2-TZVPD

Output
- Kohn-Sham gap: 10.77 eV
- Net charge: 0
- ΔE to the lowest compared entry with this formula, charge and spin: 44.97 kcal/mol
- HOMO energy: -9.810 eV
- SMILES: C[C@H]1N[C@H]1CO
- LUMO level: 0.03544 Eh

Atoms and positions in Å:
C (1.55281, -0.66073, 0.44147)
C (0.63450, -0.49730, -0.74645)
N (-0.73445, -1.00272, -0.63111)
C (-0.51438, 0.44083, -0.72747)
C (-0.89727, 1.22752, 0.52867)
O (-1.51541, 0.41940, 1.49735)
H (2.14035, 0.25097, 0.60080)
H (0.97158, -0.85610, 1.34642)
H (2.25393, -1.48747, 0.28798)
H (1.11099, -0.63045, -1.71855)
H (-1.07861, -1.39840, -1.49975)
H (-0.76759, 0.92042, -1.67225)
H (-1.56719, 2.04976, 0.23960)
H (0.00302, 1.68453, 0.96522)
H (-1.59226, -0.46028, 1.08806)

Forces on atoms 1 to 3 (eV/Å):
0.0 0.0 0.0
0.2 0.0 -0.1
-0.1 -0.2 -0.2